{
  "formula": "C23H40ClN5RuS",
  "method": "ωB97M-V/def2-TZVPD",
  "species": ["Ru", "Cl", "C", "C", "N", "H", "N", "H", "C", "C", "C", "H", "H", "H", "H", "H", "H", "C", "H", "H", "H", "C", "C", "H", "H", "C", "H", "C", "H", "H", "H", "H", "H", "C", "H", "C", "N", "H", "N", "H", "C", "C", "C", "H", "H", "H", "H", "H", "H", "C", "H", "H", "H", "C", "C", "H", "H", "C", "H", "C", "H", "H", "H", "H", "H", "C", "H", "C", "S", "C", "N"],
  "xyz": [[0.04566, 0.09901, -0.01611], [0.15052, 0.23062, -2.45002], [2.26295, -3.65701, -0.16726], [1.38264, -1.59046, -0.20229], [1.10221, -2.92681, -0.27374], [4.31284, -2.95710, 0.14627], [2.72975, -1.52371, -0.03159], [2.29039, -4.71764, -0.21435], [-0.22905, -3.54439, -0.36886], [-0.05865, -5.00646, -0.73115], [-0.94267, -3.48133, 0.98433], [0.40564, -5.57670, 0.08043], [-1.05157, -5.43599, -0.89887], [0.53095, -5.13676, -1.64378], [-1.93957, -3.40920, -1.64433], [-0.44752, -2.77894, -2.39401], [-0.79891, -2.50957, 1.47369], [-1.01399, -2.83972, -1.45718], [-0.52843, -4.23681, 1.66578], [-2.02109, -3.66099, 0.85469], [-1.29550, -1.80312, -1.21023], [3.26707, -2.77456, 0.01454], [3.59223, 0.08121, 1.59155], [3.84253, -0.79570, 2.19925], [4.35667, 0.85820, 1.73493], [3.54192, -0.30149, 0.11548], [3.31095, 1.77455, -0.48693], [4.95114, -0.61398, -0.34544], [4.97403, -1.06429, -1.33990], [2.61634, 0.44100, 1.93147], [1.79398, 0.81159, -0.54645], [5.46614, -1.26640, 0.36615], [5.49935, 0.32725, -0.39097], [2.90144, 0.78057, -0.72949], [3.02951, 0.57909, -1.80330], [-3.27614, 2.77665, -0.24514], [-2.74184, 1.52602, -0.12696], [-2.28506, 4.72671, -0.25412], [-1.10135, 2.95171, -0.06883], [-4.32483, 2.95261, -0.34431], [-3.55474, 0.29795, -0.21887], [-4.98689, 0.63195, 0.15880], [-3.53609, -0.20107, -1.66675], [-5.48255, 1.25886, -0.59251], [-5.54675, -0.30612, 0.22313], [-5.04048, 1.12917, 1.13305], [-3.49899, -1.70265, 0.58967], [-3.10472, -0.42355, 1.78127], [-2.53084, -0.15304, -2.10204], [-2.99017, -0.73252, 0.73285], [-4.19444, 0.41675, -2.28966], [-3.90404, -1.23661, -1.68815], [-1.89896, -0.88320, 0.55453], [-2.25929, 3.65923, -0.20498], [0.91240, 3.40332, -1.38570], [0.41932, 4.04916, -2.12619], [1.97993, 3.65889, -1.30484], [0.23676, 3.56596, -0.02600], [2.04538, 3.37482, 1.11813], [0.07780, 5.04981, 0.22413], [-0.48469, 5.26185, 1.13938], [0.81739, 2.38091, -1.76206], [1.12257, 1.82896, 1.03235], [-0.40570, 5.54572, -0.62671], [1.08098, 5.47494, 0.32834], [1.03206, 2.93733, 1.10112], [0.56356, 3.14286, 2.07243], [-1.37744, 1.61578, -0.01672], [0.25145, -0.57225, 2.24173], [0.01526, -0.01825, 3.83047], [-0.05882, 0.23732, 4.97685]],
  "forces_ev_per_a": [[-0.734, -0.905, -0.878], [-0.409, -0.164, 0.155], [0.408, 0.414, 0.340], [-0.190, 0.011, 0.634], [0.623, 0.830, 0.089], [0.089, -0.092, -0.048], [-0.807, -0.065, -0.255], [0.106, -0.353, -0.010], [-0.191, -0.027, 0.109], [-0.099, -0.396, -0.258], [-0.043, 0.175, 0.309], [-0.046, 0.057, -0.161], [0.121, 0.039, 0.017], [-0.078, -0.038, 0.056], [0.214, 0.243, 0.067], [-0.046, -0.088, 0.202], [-0.215, -0.426, -0.245], [-0.562, 0.201, -0.434], [-0.128, 0.127, -0.159], [0.322, -0.062, 0.021], [0.152, -0.541, -0.013], [0.126, -0.937, -0.175], [-0.078, 0.219, 0.174], [0.056, 0.163, -0.088], [-0.201, -0.150, 0.040], [-0.263, -0.185, 0.230], [-0.083, -0.393, -0.039], [0.318, 0.232, -0.166], [-0.025, -0.036, 0.056], [0.298, -0.005, 0.015], [1.484, 0.375, -0.349], [0.031, 0.112, -0.158], [0.110, 0.011, 0.018], [-0.080, 0.339, -0.189], [-0.140, 0.072, 0.314], [-0.052, 0.738, -0.116], [1.172, 0.176, 0.141], [-0.134, 0.105, 0.009], [-0.463, -1.020, 0.088], [-0.150, 0.124, 0.022], [0.102, 0.140, -0.254], [-0.363, -0.113, 0.172], [0.023, -0.101, -0.222], [0.075, -0.139, 0.193], [0.002, 0.093, -0.015], [-0.024, -0.054, -0.106], [0.231, 0.412, 0.038], [0.103, -0.027, -0.252], [-0.146, -0.125, 0.141], [0.357, -0.469, 0.185], [0.124, -0.093, 0.119], [0.079, 0.231, -0.120], [-0.947, -0.093, 0.196], [-0.752, 0.388, -0.170], [0.076, -0.245, -0.322], [0.213, -0.054, 0.196], [-0.320, 0.076, -0.104], [-0.043, -0.071, -0.197], [-0.308, -0.242, -0.030], [0.139, 0.445, 0.193], [0.066, 0.005, -0.109], [0.137, 0.254, 0.127], [0.025, 0.973, 0.087], [0.115, -0.019, 0.248], [-0.124, 0.040, -0.009], [0.458, -0.264, 0.543], [0.009, -0.036, -0.189], [0.060, 0.349, -0.092], [0.526, -0.680, 1.166], [-0.400, 0.945, 1.191], [0.095, -0.405, -1.970]],
  "e_above_lowest_ev": 0.491,
  "energy_ev": -57887.6821,
  "gap_ev": [1.95, 7.39],
  "multiplicity": 5,
  "s_squared": 6.01,
  "homo_energy_ev": [2.34, -3.40],
  "charge": -2
}



{
  "formula": "C23H40ClPZr",
  "method": "ωB97M-V/def2-TZVPD",
  "species": ["C", "C", "C", "C", "Cl", "H", "H", "H", "H", "H", "H", "H", "H", "H", "C", "C", "C", "H", "C", "C", "H", "H", "H", "H", "C", "C", "C", "H", "C", "C", "H", "H", "H", "H", "Zr", "C", "C", "C", "P", "C", "C", "C", "C", "C", "C", "H", "H", "H", "H", "H", "H", "H", "H", "H", "H", "H", "H", "H", "H", "H", "H", "H", "H", "H", "H", "H"],
  "xyz": [[-3.38385, 5.79796, -1.50745], [-4.22514, 6.12692, -0.29262], [-2.35399, 6.87044, -1.79204], [-4.23534, 5.49257, -2.72144], [-2.44105, 4.23827, -1.10392], [-2.86362, 7.80452, -2.03397], [-1.72467, 6.59778, -2.63530], [-1.71697, 7.04370, -0.92852], [-4.79658, 7.03655, -0.48492], [-3.60366, 6.29428, 0.58327], [-4.92534, 5.32592, -0.07009], [-4.80675, 6.38117, -2.99435], [-4.93578, 4.68655, -2.51840], [-3.62064, 5.20860, -3.57175], [1.35348, -0.23106, 2.07261], [1.95260, 0.78779, 1.29276], [1.05653, 1.88506, 1.22138], [2.92603, 0.73942, 0.83422], [-0.09340, 1.54959, 1.96962], [0.08933, 0.24274, 2.49134], [-0.60139, -0.29689, 3.11754], [1.79482, -1.17853, 2.33147], [1.23380, 2.81889, 0.71497], [-0.94937, 2.18338, 2.12615], [-0.44125, -1.48770, -1.96233], [0.91922, -1.65051, -1.61430], [1.57137, -0.41776, -1.86034], [1.38180, -2.55657, -1.26098], [0.61268, 0.50680, -2.34974], [-0.63102, -0.15882, -2.41808], [-1.56055, 0.26290, -2.75821], [-1.20148, -2.24774, -1.90791], [2.61801, -0.21640, -1.70331], [0.80469, 1.52525, -2.64331], [0.00000, 0.00000, 0.00000], [2.90307, -3.28272, 1.39099], [1.56967, -4.00515, 1.13814], [1.56807, -5.27147, 2.02271], [0.12690, -2.75756, 1.16682], [-1.00770, -3.75909, 0.04712], [-1.13453, -5.28535, 0.23502], [-2.41933, -3.13823, 0.09254], [-0.49060, -2.82487, 2.99416], [-1.18184, -4.14367, 3.40150], [0.52157, -2.51252, 4.13922], [3.00265, -2.96223, 2.44677], [3.00557, -2.40768, 0.71451], [3.75712, -3.96121, 1.17627], [1.65020, -4.34188, 0.08378], [1.66797, -5.03240, 3.09441], [0.71015, -5.94075, 1.89547], [2.45858, -5.88700, 1.76995], [-0.54764, -3.78230, -0.94134], [-1.50739, -5.61497, 1.21300], [-1.84482, -5.68653, -0.51844], [-0.18227, -5.79833, -0.00553], [-2.39691, -2.04643, -0.09943], [-3.07641, -3.61709, -0.66428], [-2.88855, -3.26872, 1.08421], [-1.36231, -2.15017, 3.05116], [-0.52238, -5.01877, 3.44086], [-1.60400, -4.04786, 4.42491], [-2.06257, -4.35097, 2.77922], [0.91540, -1.49317, 4.20191], [0.02095, -2.62675, 5.12426], [1.38173, -3.19961, 4.13628]],
  "forces_ev_per_a": [[-0.124, 0.193, -0.048], [0.002, -0.073, 0.097], [0.121, -0.036, 0.006], [0.009, -0.118, -0.048], [0.073, -0.110, 0.031], [-0.050, -0.024, 0.007], [0.023, -0.018, -0.088], [0.023, 0.028, 0.086], [0.025, 0.003, -0.051], [0.065, 0.045, 0.054], [-0.075, -0.058, -0.013], [0.023, 0.031, 0.042], [-0.074, -0.043, 0.041], [0.062, 0.013, -0.070], [0.354, 0.623, -0.153], [0.044, -0.305, -0.317], [-0.070, -0.049, -0.492], [0.131, 0.040, 0.049], [0.088, -0.346, 0.010], [-0.164, 0.504, -0.221], [-0.073, 0.138, -0.013], [0.146, 0.230, 0.043], [0.050, 0.131, 0.000], [-0.165, 0.112, 0.028], [-0.116, 0.399, -0.215], [0.166, 0.400, -0.273], [0.122, 0.038, 0.392], [0.094, -0.023, -0.106], [0.080, 0.266, 0.348], [0.158, -0.230, 0.238], [-0.173, 0.102, -0.101], [-0.020, 0.149, -0.132], [0.102, -0.009, -0.099], [0.041, 0.093, -0.084], [0.039, -2.025, 0.959], [0.534, 0.241, -0.102], [1.319, 0.485, -0.408], [-0.110, -0.354, 0.342], [-0.588, -1.959, 0.466], [-1.007, -0.587, 0.873], [0.127, -0.807, -0.071], [-0.044, -0.007, -0.312], [-0.706, -0.313, 0.485], [-0.536, -0.578, 0.194], [0.125, 0.294, 0.278], [0.011, -0.069, -0.535], [0.092, -0.319, 0.452], [-0.555, 0.401, 0.161], [-0.483, 0.188, 0.361], [-0.072, -0.025, -0.464], [0.198, 0.374, 0.051], [-0.408, 0.561, -0.041], [-0.007, 0.856, -0.028], [0.244, 0.155, -0.317], [0.247, 0.454, 0.345], [-0.513, 0.288, 0.337], [-0.139, -0.223, -0.010], [0.305, 0.418, 0.444], [0.242, -0.053, -0.457], [0.569, 0.317, -0.192], [-0.243, 0.321, -0.190], [0.400, 0.236, -0.523], [0.408, -0.105, 0.044], [-0.044, -0.223, -0.322], [0.078, -0.235, -0.719], [-0.377, 0.196, -0.053]],
  "e_above_lowest_ev": 1.194,
  "energy_ev": -47576.7250,
  "gap_ev": 6.73,
  "homo_energy_ev": -14.90,
  "charge": 2
}



{
  "formula": "C23H40CuF6O16",
  "method": "ωB97M-V/def2-TZVPD",
  "species": ["Cu", "C", "O", "O", "C", "F", "F", "F", "C", "C", "H", "H", "H", "H", "H", "H", "C", "O", "O", "C", "F", "F", "F", "C", "C", "H", "H", "H", "H", "H", "H", "C", "C", "O", "C", "O", "O", "C", "H", "H", "H", "H", "H", "H", "H", "H", "C", "C", "O", "C", "O", "O", "C", "H", "H", "H", "H", "H", "H", "H", "H", "C", "C", "O", "C", "O", "O", "C", "H", "H", "H", "H", "H", "H", "H", "H", "C", "C", "O", "C", "O", "O", "H", "H", "H", "H"],
  "xyz": [[13.57032, 10.36572, 12.72010], [16.48746, 11.57410, 13.78717], [15.61208, 12.19258, 14.74550], [15.67924, 10.83612, 12.88596], [17.53112, 12.68080, 13.24679], [16.99712, 13.72786, 12.59960], [18.11948, 13.21103, 14.28000], [18.48230, 12.10820, 12.50706], [16.07309, 12.39300, 16.07173], [15.01608, 13.28689, 16.66330], [14.94138, 14.18749, 16.05383], [14.07142, 12.75266, 16.56174], [15.24880, 13.50648, 17.70528], [17.01982, 12.88577, 16.29303], [16.09376, 11.54211, 16.75267], [17.00843, 10.80484, 14.35719], [13.20948, 6.89891, 12.94993], [12.12330, 7.23290, 13.82847], [13.67796, 8.03780, 12.27188], [14.32088, 6.06502, 13.72017], [14.73158, 5.09338, 12.95541], [15.38162, 6.84605, 14.06725], [13.86054, 5.47473, 14.79804], [10.97758, 6.38736, 13.99077], [10.09470, 7.16634, 14.91992], [9.45162, 6.40498, 15.36136], [10.63002, 7.61297, 15.75780], [9.47128, 7.87460, 14.37419], [11.27028, 5.46452, 14.49156], [10.41923, 6.16954, 13.08032], [12.79988, 6.20207, 12.21867], [11.16524, 14.06959, 14.42473], [12.62172, 14.40874, 14.49776], [13.09066, 14.68648, 13.14952], [13.27068, 13.71361, 12.22933], [13.05860, 12.53124, 12.43871], [13.46290, 14.30506, 11.03619], [13.09924, 13.72374, 9.82950], [10.50908, 14.79671, 13.94635], [10.86664, 13.89281, 15.45802], [10.92272, 13.15777, 13.87895], [13.17074, 13.56328, 14.91234], [12.82650, 15.28014, 15.11972], [12.29454, 14.43163, 9.63086], [12.74712, 12.70245, 9.97472], [13.81940, 13.89713, 9.02988], [9.46330, 10.11962, 17.24735], [10.63462, 11.03264, 17.37045], [11.41636, 11.19678, 16.21671], [12.36908, 10.21678, 15.88410], [12.88974, 10.19362, 14.79725], [12.75470, 9.51284, 17.01992], [13.65538, 8.35497, 16.85967], [8.65098, 10.47048, 17.88386], [9.75172, 9.07673, 17.37884], [8.97193, 10.22484, 16.28009], [11.26224, 10.62767, 18.16431], [10.22702, 11.97178, 17.74457], [13.03250, 7.55957, 16.45047], [14.04406, 7.92049, 17.78068], [14.43706, 8.54573, 16.12436], [7.22652, 10.65782, 12.27492], [8.08219, 10.29209, 13.50609], [9.43506, 10.53976, 13.17499], [10.24328, 9.67901, 12.56358], [11.40128, 10.05143, 12.27664], [9.61361, 8.68482, 11.97988], [10.29722, 8.11304, 10.85277], [7.39024, 11.70031, 12.00194], [6.16076, 10.54820, 12.47559], [7.43484, 10.02004, 11.41589], [7.95878, 9.26696, 13.85536], [7.86310, 10.95416, 14.34381], [11.00066, 8.75079, 10.31747], [9.62855, 7.72823, 10.08279], [10.79722, 7.21693, 11.22032], [12.64310, 9.96501, 7.07990], [13.86854, 9.11824, 6.93175], [14.57862, 9.43228, 8.14454], [13.77700, 10.03619, 9.05465], [14.09424, 10.32249, 10.24170], [12.57502, 10.19658, 8.50233], [11.65452, 9.64103, 6.75451], [12.77636, 10.92197, 6.57537], [14.41426, 9.46640, 6.05477], [13.74480, 8.03529, 6.93089]],
  "forces_ev_per_a": [[1.686, -0.767, -0.275], [-2.495, -1.613, -0.470], [1.003, 0.353, -0.052], [0.148, 1.459, 0.244], [-2.015, -1.679, -0.337], [-0.332, -0.421, -0.670], [1.242, 0.668, 1.840], [-0.031, 0.022, -0.562], [-0.678, 0.759, 1.096], [-0.213, 0.028, -0.130], [0.078, 0.187, 0.301], [-0.199, 0.114, 0.384], [-0.213, 0.135, 0.006], [0.376, 0.007, -1.113], [-0.013, -1.033, -0.673], [1.095, 0.234, -0.010], [0.334, 2.421, -1.293], [-0.029, 0.135, 0.004], [-0.642, -1.178, 1.685], [-0.482, 2.867, -0.812], [1.128, -1.181, -1.381], [-0.495, -0.636, 0.051], [-0.607, -0.381, 1.858], [1.429, 0.784, 0.648], [-0.874, -0.808, 0.340], [-0.542, 0.221, 0.174], [0.158, 0.162, -0.295], [0.167, 0.145, 0.300], [0.049, -0.292, -0.227], [0.299, -0.094, -0.368], [-0.029, -0.510, -0.305], [-0.915, -0.392, 0.370], [0.013, -1.116, -1.076], [1.062, 0.123, -0.845], [-1.605, 0.232, 0.441], [0.547, 0.290, -0.292], [1.865, 0.382, 3.046], [-1.570, 0.406, -0.478], [0.311, 0.581, 0.320], [-0.432, 0.085, 0.031], [0.598, -0.286, 0.088], [0.016, 0.057, -0.233], [0.057, 0.139, -0.453], [-0.695, -0.702, -1.085], [0.225, -0.017, -0.348], [0.456, -0.473, 0.468], [-0.910, -0.296, -1.035], [0.015, -0.321, 1.984], [1.465, -1.475, -1.557], [0.578, 0.998, 1.689], [-0.765, -0.274, 1.436], [-0.135, 0.277, -1.325], [-0.934, -0.441, -1.421], [0.268, -0.486, 0.667], [-0.375, 0.019, 0.187], [0.334, -0.119, -0.415], [0.063, 0.324, 0.096], [0.635, 0.530, -0.661], [0.044, -0.006, -0.264], [-0.151, 1.110, 0.367], [0.014, 0.268, 0.214], [-0.226, -0.252, 0.494], [-0.877, -0.089, -0.931], [1.411, -0.126, 1.107], [2.204, 2.897, -2.258], [-2.085, -1.120, 1.155], [-0.261, -0.265, -0.503], [0.734, -1.608, -0.442], [0.144, -0.043, 0.014], [-0.028, -0.021, 0.218], [0.229, 0.021, 0.115], [-0.158, -0.035, -0.210], [0.043, 0.027, -0.095], [0.003, 0.355, 0.765], [-0.864, 0.400, 0.495], [0.455, 0.277, -0.069], [-0.970, 0.850, 0.386], [0.273, -0.171, 0.300], [0.698, 0.474, 0.432], [1.456, -0.042, 3.684], [-1.336, -0.946, -4.968], [-0.854, 0.589, 0.150], [0.295, -0.664, 0.094], [0.223, 0.204, 0.168], [0.355, -0.321, 0.231], [-0.246, 0.090, -0.202]],
  "energy_ev": -118199.7030,
  "gap_ev": [8.06, 6.45],
  "multiplicity": 2,
  "s_squared": 0.75,
  "homo_energy_ev": [-7.75, -7.51]
}



- Which formula does entry 2 have?
  C23H40ClPZr